Record 1
ORCA calculation (wB97M-V/def2-TZVPD) on a 22-piece molecular cluster, C30H52Cl42N2OS overall at a distorted geometry.

XYZ file:
```
128
Properties=species:S:1:pos:R:3:forces:R:3
Cl -1.80883 -0.46909 -8.05940 0.120 -0.112 -0.039
H 6.30932 4.84881 1.87344 0.134 -0.294 -0.105
H -2.10012 -7.19274 -1.97706 0.035 0.098 -0.298
H 7.45222 -2.86474 -0.01998 -2.721 -0.085 0.074
Cl 4.57772 -0.43171 7.84208 -0.029 -0.020 -0.016
Cl 3.67140 1.83037 -3.46079 0.049 0.175 -0.074
C 5.77746 -1.29990 0.05072 0.907 0.272 0.660
Cl 6.71202 2.73964 10.62094 0.079 -0.072 -0.071
H -9.78951 6.61013 0.24431 -0.376 -0.089 0.108
Cl -0.22860 5.92561 1.60717 0.011 0.115 -0.014
H -4.44610 0.28403 -7.01961 -0.016 0.302 0.150
Cl -3.87182 1.06096 3.48011 0.055 -0.049 -0.128
H 5.67553 0.63896 10.92076 0.067 0.357 0.182
H -5.04868 -0.96704 3.19886 -0.034 0.303 0.123
H -7.14231 5.04826 -2.26329 0.038 0.274 0.134
H 6.04052 -3.18320 -1.25562 0.735 0.754 2.298
Cl 6.01880 2.91933 0.54318 -0.088 0.125 -0.171
Cl -5.16689 1.91095 0.00244 0.008 0.039 0.131
C 4.48700 -1.11942 1.04583 -0.493 -1.360 0.140
H -1.31486 1.49164 -9.27947 -0.067 -0.319 0.018
H 10.89122 -0.30221 5.82105 -0.236 0.236 -0.074
C 0.22487 -3.18656 -0.42919 -0.450 0.684 1.393
C 6.28784 -2.85469 -0.13927 -0.103 0.459 -1.218
H 1.86404 -0.98180 2.47375 -0.383 -1.635 -2.574
C -1.40777 0.88877 0.05884 -0.069 -0.337 0.193
H -5.17888 1.62534 -7.94607 0.112 0.034 0.310
H 6.68276 -0.72670 0.57682 -2.090 -1.272 -1.375
H 0.34472 5.91960 3.89809 -0.170 -0.166 -0.239
H 9.57553 -0.58134 4.64398 0.029 0.265 0.130
H 5.23192 -4.51075 0.15637 0.637 1.314 1.235
H 5.74291 -2.47815 7.66517 -0.070 0.258 0.192
H 5.23357 0.51790 4.68260 0.162 -0.223 -0.146
Cl -0.71599 3.83400 3.57854 0.012 0.135 0.240
H -0.79211 0.27088 0.71700 -0.097 0.218 -0.214
Cl -3.26924 2.31203 -6.73836 -0.023 0.097 -0.035
Cl -5.89618 1.59664 -5.69623 -0.177 -0.079 -0.357
H 5.44493 -5.30354 -4.75377 -0.064 0.167 0.282
Cl -12.00284 6.78400 -0.56065 0.015 0.121 -0.042
Cl 4.95386 1.89339 12.78690 -0.006 -0.096 0.050
C 3.09281 -1.81838 0.47933 -3.616 -0.735 1.742
Cl -3.69117 -0.62541 -4.03208 0.061 -0.125 -0.169
H 6.99434 0.34901 4.93867 -0.299 -0.189 -0.242
C 6.14023 1.37222 11.58441 0.048 -0.347 -0.074
H 2.48394 1.99325 -1.42595 0.144 -0.205 -0.161
Cl -2.08121 -8.04029 0.76917 -0.099 0.027 -0.080
C 10.04023 0.15191 5.30763 0.168 -0.322 -0.129
H 7.48913 4.76726 0.53336 -0.104 -0.279 0.169
C 3.38878 1.47486 -1.75234 0.027 0.341 0.134
H 6.99122 0.91809 12.09782 -0.210 0.234 -0.085
H -2.46349 0.65129 0.21083 0.210 0.140 -0.087
C -1.01316 0.44359 -9.34742 0.256 0.331 -0.026
Cl 8.17924 3.50969 2.40936 0.011 0.146 -0.010
C -10.77426 6.70629 0.70806 0.383 0.167 0.216
C -5.32640 0.08950 3.22414 -0.015 -0.209 -0.267
H 3.74561 -5.06263 -4.25507 0.252 0.130 0.149
H 5.65552 -0.82897 -1.01480 0.034 -0.876 2.176
Cl -1.34975 -2.30262 -3.58110 0.070 0.419 -0.216
Cl -6.49877 0.34557 4.52224 -0.063 -0.075 -0.064
Cl 6.42102 0.35502 2.64775 0.564 0.437 0.934
Cl -5.66236 6.23512 -0.85678 0.024 0.030 -0.020
C -1.12362 -6.76670 1.53472 0.055 0.429 -0.018
H -6.39589 6.44503 -3.09171 -0.130 0.020 0.315
S -2.05580 -3.09199 0.76580 3.074 0.495 -0.535
Cl -4.81791 2.19820 -2.87755 0.046 0.321 0.220
C 9.15749 -5.12249 -0.99517 0.238 -0.252 0.228
C 4.78765 -4.83643 -4.01633 -0.193 -0.138 -0.310
C 6.97638 4.19292 1.30873 0.074 0.420 0.035
H -3.28850 2.74262 -1.16251 -0.308 -0.086 -0.037
H 8.69988 -5.35282 -0.03000 -0.026 0.144 -0.284
C 1.56118 -3.34574 -1.36859 1.713 1.700 2.197
H 3.93142 -2.77439 -1.64630 -2.322 0.160 1.736
Cl -1.47533 -5.20930 -3.09634 -0.005 -0.695 -0.275
Cl 6.18563 -1.76825 9.87357 0.057 -0.192 -0.008
Cl 5.02191 -3.08488 -4.06420 -0.014 0.019 -0.119
H -0.65220 -7.42067 -2.99979 -0.272 0.126 -0.088
C 6.13841 -0.00049 4.35621 0.010 0.424 0.262
H 1.47363 -3.96809 -2.37997 0.210 1.572 2.486
Cl 9.32466 -3.36939 -1.14929 0.750 -0.120 -0.263
O 5.64186 -3.82215 0.76188 0.105 -0.106 -1.959
C -11.88050 5.60516 -3.89039 0.134 0.161 0.367
C -4.37122 2.82363 -1.28557 0.339 0.269 -0.106
H -4.67292 3.87168 -1.21762 0.002 -0.397 0.022
H -5.78146 0.37427 2.27239 0.107 0.027 0.318
Cl -15.28120 0.42176 -3.27633 -0.077 0.059 -0.056
C 1.75797 -1.61093 1.46484 1.411 -1.989 -3.931
Cl -11.04654 5.32184 1.77307 0.078 0.065 0.009
Cl -13.12076 1.01213 -1.41015 0.039 0.122 0.020
Cl 5.93364 -1.73659 4.61913 0.025 -0.117 0.100
C 0.34986 -2.29082 0.97265 -0.263 0.295 0.604
H -14.99068 2.35125 -1.94607 0.155 -0.277 -0.086
N -0.94713 -2.14643 1.78269 3.219 -2.847 -5.970
Cl -12.90543 4.29474 -4.48821 -0.013 0.051 -0.035
C 5.16194 -1.98592 8.44888 -0.126 -0.347 -0.253
C -6.84819 6.09559 -2.16040 0.099 -0.277 -0.343
H -3.20787 -2.73715 -4.97231 0.147 0.175 0.195
C -1.64251 -6.96240 -2.94222 0.215 -0.101 0.310
C -0.51122 5.57010 3.31563 -0.033 0.177 0.344
Cl 8.85386 0.67309 6.51012 0.082 -0.071 0.203
C -2.62026 -1.84999 -4.72390 -0.065 -0.193 -0.322
C -14.32362 1.69536 -2.51078 -0.036 0.340 -0.090
Cl -0.97691 0.54664 -1.62115 -0.004 -0.083 0.081
H 4.24472 1.82436 -1.16987 -0.154 -0.145 -0.241
H 4.30466 -2.60760 8.71832 0.207 0.276 0.020
H -1.41605 6.08849 3.64202 0.190 -0.210 -0.185
H -0.61087 -6.19235 0.75934 -0.101 -0.208 0.165
H 0.06956 0.36258 -9.22435 -0.326 -0.118 -0.021
Cl 0.07924 -7.44993 2.63535 0.012 0.094 0.005
N -1.19258 -3.73647 -0.61674 4.422 3.863 3.884
Cl 5.16544 -5.48509 -2.41583 -0.756 -0.210 -0.137
Cl 8.14302 -5.78042 -2.28476 0.645 -0.109 0.175
C -4.72382 1.34056 -6.99432 -0.087 -0.237 -0.262
C 2.98795 -2.66040 -0.94111 -4.478 -1.660 1.824
H -11.08366 5.18104 -3.27462 -0.208 0.071 -0.239
H -13.81087 2.26970 -3.28616 -0.126 -0.351 0.299
H 4.74499 -1.71177 2.04769 -0.622 1.182 -2.261
Cl 3.18401 -0.26124 -1.48942 -0.451 2.037 -1.097
Cl -1.45985 -0.18184 -10.93940 0.059 0.084 0.000
Cl -2.65698 -7.62033 -4.23181 -0.022 -0.144 -0.009
Cl -8.28571 7.06622 -1.81907 -0.039 0.001 -0.197
H -10.81538 7.62391 1.29990 -0.140 -0.275 -0.152
H -2.15810 -1.44824 -5.62889 -0.048 -0.025 0.375
Cl -11.15650 6.50683 -5.22751 0.033 0.034 0.092
H 10.14780 -5.58076 -1.05274 -0.254 0.210 -0.070
Cl -1.13875 2.59156 0.45027 -0.006 0.013 0.036
H -1.79068 -6.11081 2.09943 0.153 -0.273 -0.105
H -12.48812 6.28634 -3.28971 0.127 -0.208 -0.307
Cl 10.61202 1.51933 4.34416 0.040 -0.099 -0.033
H 4.30393 0.00236 1.39500 0.143 -2.513 -1.265
```
Forces are in eV/Å.

Summary:
Energy above the lowest of the compared OMol25 structures with the same formula, charge and spin (kcal/mol): 118.7
DFT total energy (eV): -573746.4464
M (g/mol): 1977.9
LUMO level (eV): -1.5
Orbital gap (eV): 6.63
HOMO energy (eV): -8.2
Total charge: 0


Record 2
ORCA calculation (wB97M-V/def2-TZVPD) on C19H43LuO2P3S as an isolated structure at a distorted geometry.

XYZ file:
```
69
Properties=species:S:1:pos:R:3:forces:R:3
H 2.61582 -1.10522 -4.75732 -0.302 0.246 0.099
H 0.98516 3.64077 -2.77123 -0.308 0.010 -0.192
H -2.47520 3.28005 -0.46116 0.209 0.150 -0.232
C 0.08473 3.32452 -3.32082 0.438 -0.139 -0.076
C -3.10984 -0.80111 2.39418 -0.168 -0.064 0.278
H 0.87012 -1.42778 -4.63537 0.116 0.186 0.020
H -0.42220 4.20158 -3.75167 0.190 -0.268 0.156
P -1.03364 2.44762 -2.19834 -0.736 1.255 -0.520
H 0.01603 0.05659 2.46536 0.291 0.238 0.023
H -0.76524 -2.80281 -3.38112 -0.116 -0.055 -0.491
H 1.51224 0.83931 3.04926 -0.349 0.127 -0.164
H 3.30888 0.03823 2.00855 -0.061 -0.003 -0.413
H 2.78631 2.74322 1.08950 -0.140 -0.045 -0.166
H 2.82646 1.73576 -2.84045 0.195 -0.188 0.026
H -0.59867 -2.56039 1.61390 0.152 -0.543 -0.267
H -2.45636 1.67885 -4.00791 -0.205 0.134 0.009
H -0.88701 -3.73466 -5.74370 -0.489 0.395 -0.053
P 1.78361 -0.43659 -2.58427 0.806 -0.553 -0.850
H 2.51007 2.53907 -0.66582 -0.014 -0.013 0.278
H -0.50353 -3.98374 -1.15827 -0.147 -0.199 0.415
H -2.47403 0.10275 -2.44347 -0.245 -1.604 -0.980
H 1.73896 -2.71628 -1.68293 0.319 0.127 -0.146
C 3.21248 0.72947 -2.62639 -0.146 0.180 0.166
H -2.00546 -3.29185 -0.31242 0.214 -0.358 0.124
C -1.52674 -2.49015 -4.10608 0.419 0.184 0.127
C 2.52120 -2.06661 -2.10766 -0.168 -0.051 0.242
H -0.77957 3.75488 -0.17993 -0.275 0.205 -0.200
C 2.05070 2.45827 0.32662 0.074 0.011 -0.143
H 2.68633 -1.30287 1.01266 0.105 0.302 0.036
H 1.43482 0.24356 -4.90903 0.085 -0.342 0.102
H -4.21279 -0.35101 -4.02537 0.468 -0.255 -0.443
C -2.38948 -1.49122 -3.70516 0.020 0.130 -0.850
H -1.99653 1.57658 3.00499 -0.279 0.039 -0.294
H -4.30234 -1.09145 -6.44072 0.337 -0.302 0.213
H -3.02021 -1.71908 1.79281 -0.171 0.407 0.123
C -1.55952 3.64506 -0.94670 0.214 0.234 0.498
C -2.66702 1.94516 2.21801 -0.301 0.245 0.502
H 0.40500 2.64558 -4.12641 -0.150 0.273 0.175
S -3.35943 0.58548 1.26407 1.476 -0.348 -0.088
H 0.91123 -3.27168 0.77217 -0.497 -0.166 0.115
H -2.60777 -2.72226 -7.30159 -0.089 0.111 0.375
C -2.59793 2.32732 -3.13630 0.279 -0.061 -0.279
C 1.65650 -0.70459 -4.39365 -0.314 0.092 -0.242
P 1.44858 0.75150 0.62326 0.138 0.412 0.692
H -3.98705 -0.88110 3.05603 0.235 0.075 -0.251
C 0.71452 0.89115 2.29258 -0.177 -0.128 0.381
C -3.51610 -1.48211 -5.78663 -0.152 -0.222 0.337
C 2.94235 -0.23288 1.00623 0.088 -0.331 -0.135
C -0.93753 -3.52310 -0.26798 0.385 1.062 0.080
H 3.87089 0.43974 -3.45716 -0.125 0.021 0.315
H 0.16456 1.83505 2.41033 0.242 -0.249 -0.071
H -1.76697 4.61894 -1.41124 0.075 -0.214 0.167
H -3.49548 2.51172 2.66471 0.208 -0.125 -0.095
H -3.41872 1.96177 -2.50370 0.075 0.118 -0.140
O -1.94621 -0.75348 -2.55246 -1.760 0.894 0.131
H 1.21389 3.16754 0.36693 0.196 -0.187 0.073
H 3.79243 0.76079 -1.69418 -0.214 -0.026 -0.326
H 2.92169 -2.54733 -3.01177 -0.041 0.139 0.349
H 3.32625 -1.96301 -1.36538 -0.285 0.002 -0.253
H -2.83016 3.34274 -3.47566 -0.216 -0.220 -0.030
H -2.11426 2.58154 1.51568 -0.319 -0.217 0.184
Lu -0.67149 0.07594 -1.12982 2.473 -1.397 1.488
C -1.59852 -2.96419 -5.42068 -0.399 0.153 0.556
O -2.15540 0.35433 0.24818 -1.016 0.167 0.514
C -0.17587 -3.12303 0.76766 -0.106 0.588 -0.635
C -2.57794 -2.41104 -6.25428 0.139 -0.192 -0.414
C -3.46748 -1.04023 -4.45783 0.331 0.230 0.107
H -2.20548 -0.63102 2.99551 -0.289 -0.046 -0.279
H 3.74125 -0.07586 0.27037 -0.227 -0.031 0.239
```
Forces are in eV/Å.

Summary:
DFT total energy (eV): -96793.7216
M (g/mol): 603.5
LUMO level (eV): -9.0
Orbital gap (eV): 8.09
HOMO energy (eV): -17.1
Total charge: +3


Record 3
ORCA calculation (wB97M-V/def2-TZVPD) on a 2-piece molecular cluster, C2H3ClNOP overall at a distorted geometry.

XYZ file:
```
9
Properties=species:S:1:pos:R:3:forces:R:3
H 2.29634 0.66177 0.91205 -1.926 -0.025 1.229
H 0.72329 1.75687 1.45881 1.342 -1.541 -0.059
C -1.19036 -1.51667 -0.52726 0.491 0.585 -0.642
O 0.21428 -0.27887 -2.63098 -0.851 0.003 2.168
Cl -2.03243 1.16833 -1.33478 0.380 -0.221 0.148
H 0.69323 -0.03318 1.90957 0.662 -0.265 -0.072
N -1.58899 -2.44118 0.01669 -0.263 -0.544 0.382
C 1.28966 0.75570 1.46272 -0.396 1.681 -1.584
P -0.40502 -0.07276 -1.26683 0.561 0.327 -1.571
```
Forces are in eV/Å.

Summary:
Energy above the lowest of the compared OMol25 structures with the same formula, charge and spin (kcal/mol): 85.1
DFT total energy (eV): -27468.5263
M (g/mol): 123.5
LUMO level (spin up / spin down) (eV): -0.8 / -2.9
Orbital gap (spin up / spin down) (eV): 9.44 / 6.82
HOMO energy (spin up / spin down) (eV): -10.2 / -9.7
Total charge: 0


> What is the M in the second record?

603.5 g/mol